Run i
Formula: C20H23F6N2O4S3Tm
Source: the OMol25 dataset
Level of theory: ωB97M-V/def2-TZVPD

XYZ file:
```
59
Properties=species:S:1:pos:R:3:mulliken_charge:R:1
Tm 0.09858 0.41791 0.00729 0.5184
S -2.05940 0.07725 -2.59012 0.1589
S 1.06858 -1.26194 -2.35581 0.0012
S -1.59431 -2.51275 -0.49277 0.1697
F 0.46846 2.79920 0.79038 0.0500
F 3.17954 6.35587 -0.76565 -0.3389
F 2.11305 0.80684 -0.06180 -0.6589
F 1.99896 5.00086 1.30088 -0.3237
F 1.30715 3.29088 -3.82449 -0.3352
F 2.81719 5.45837 -3.31649 -0.3243
O 0.08824 1.92506 -1.71754 -0.5866
O 0.63722 -1.45866 1.01124 -0.0500
O -2.01245 0.81095 0.44753 -0.2433
O -4.05768 0.05412 0.90413 -0.7549
N 1.35201 -1.69637 2.14151 0.0912
N -0.14801 0.83858 2.59189 -0.1720
C 1.03921 3.48811 -0.23654 0.2042
C 0.44189 -2.95579 -2.42062 -0.7998
C -1.17429 -0.62220 -3.99308 -0.9160
C 1.31055 -2.46865 4.39032 -0.5142
C 2.42517 5.26677 -1.00490 0.6244
C 3.16103 -1.15855 3.56668 -0.6964
C 0.70999 -2.37834 3.16570 -0.4460
C -2.95837 0.47228 1.25072 0.4913
C -2.76870 -2.56743 -1.85787 -0.9791
C 1.44399 3.70155 -2.54977 0.0562
C 2.55975 -1.87465 4.64385 -0.5253
C 0.81200 2.98607 -1.52389 0.6631
C -1.40100 1.47894 3.02654 -0.6040
C -3.29176 -1.18108 -2.23858 -0.6727
C 2.56069 -1.06979 2.34977 -0.5318
C 0.34624 -0.53537 -3.84365 -0.4581
C 1.81993 4.58517 0.03806 -0.4317
C -0.21057 -3.46492 -1.13601 -0.5861
C -2.60285 0.59449 2.72947 -0.6724
C 2.23034 4.81036 -2.29665 0.0855
H -0.01739 -0.04156 3.08364 0.0631
H 0.64829 0.51205 -3.77930 0.1240
H -1.49833 2.42452 2.49088 0.3061
H 2.93195 -0.51695 1.49829 0.5617
H -1.48541 -1.65809 -4.13882 0.4100
H -3.62489 -3.18776 -1.58343 0.4987
H 0.50760 -3.44667 -0.31621 0.1717
H -2.40881 -0.41958 3.09922 0.1513
H -3.48553 0.94107 3.27016 0.3945
H 3.02928 -1.93800 5.61348 0.3754
H -1.37550 1.71288 4.09699 0.4182
H 0.64738 1.41753 2.84512 0.2334
H -0.23715 -2.81760 2.89366 0.4080
H -3.84862 -0.75735 -1.39757 0.2971
H -0.26053 -3.02710 -3.25158 0.3457
H 0.82457 -0.96251 -4.72807 0.5532
H -0.50162 -4.50676 -1.29762 0.5458
H 1.26832 -3.62657 -2.66652 0.5164
H -3.98673 -1.27714 -3.07733 0.5050
H -2.30403 -3.05558 -2.71704 0.3726
H 0.78736 -3.02201 5.16135 0.3698
H 4.11647 -0.66339 3.68569 0.3916
H -1.43706 -0.09660 -4.91475 0.4939
```

Summary:
net charge: -1
frontier orbital gap (alpha / beta): 4.471 / 7.621 eV
multiplicity: 4
highest occupied orbital energy (alpha / beta): -2.231 / -5.384 eV

Run ii
Formula: C20H23F6N2O4S3Tm
Source: the OMol25 dataset
Level of theory: ωB97M-V/def2-TZVPD

XYZ file:
```
59
Properties=species:S:1:pos:R:3:mulliken_charge:R:1
Tm 0.39826 -0.70577 0.53860 0.8816
S -2.82049 1.59758 -1.54369 -0.0782
S 0.46157 2.19060 -0.33982 -0.0255
S -0.23979 -0.85352 -2.19470 -0.3281
F 2.24467 0.13024 0.66840 -0.6994
F -0.95022 -5.59923 -0.09958 -0.3374
F 4.20094 -4.24893 -1.22746 -0.3393
F 0.79364 -7.48491 -0.86667 -0.3261
F 2.43942 -2.33201 -0.46366 -0.1408
F 3.38947 -6.85951 -1.44279 -0.3363
O -1.03852 0.36159 4.34593 -0.7772
O 1.23170 -1.97296 2.33789 -0.5474
O -0.49506 0.45129 2.18670 -0.3544
O -0.12467 -2.94634 0.11505 -0.3043
N -2.12698 -1.25442 0.59931 -0.2044
N 2.20270 -1.37825 3.00786 0.3806
C -1.02789 3.09292 0.06265 -0.2270
C 2.02905 -3.61876 -0.55480 0.3122
C -2.70008 -1.48465 1.92034 -0.6325
C 4.50765 -0.95055 3.24584 -0.8213
C 4.24357 -0.16904 4.36113 -0.1158
C 3.46372 -1.53872 2.57048 0.0051
C 2.93025 -4.58218 -0.95049 -0.0472
C 3.03861 0.60161 -2.76481 -0.3228
C 2.52283 -5.90117 -1.06125 0.6046
C -1.98788 3.14919 -1.13829 -0.9930
C 2.93111 0.00427 4.76147 -0.9037
C -2.71814 -0.18864 2.73115 -0.5224
C -0.56276 0.70863 -3.04852 -0.2607
C 0.68617 -3.88306 -0.24359 0.0509
C -2.03221 1.10642 -3.09983 -0.8108
C -1.32411 0.24769 3.15539 0.4917
C 1.20709 -6.21065 -0.76782 0.2416
C 1.90722 -0.60689 4.06432 -0.0391
C 3.15554 1.86223 -3.15342 -0.5037
C 0.31368 -5.23204 -0.37200 0.0961
H 5.05185 0.30717 4.89913 0.3932
H -2.08450 -2.23178 2.43022 0.3787
H 0.85162 -0.48433 4.27744 0.4981
H -2.20814 1.89817 -3.83484 0.4904
H -0.22883 0.62831 -4.08896 0.3419
H -3.33256 -0.30860 3.62316 0.3355
H -3.71817 -1.89164 1.87390 0.3910
H 3.54786 -2.13985 1.68027 0.3625
H -2.05842 -2.09621 0.03757 0.2696
H -1.47288 3.52161 -2.02560 0.4361
H 5.51103 -1.09979 2.87475 0.4167
H -2.64732 -0.55736 0.07961 0.0070
H 3.23650 2.12127 -4.20311 0.2571
H -3.16232 0.59914 2.11209 0.2047
H -0.77176 4.11390 0.34952 0.4043
H 2.66897 0.62282 5.60764 0.4233
H 3.16187 2.67572 -2.43813 0.2443
H 3.01113 -0.21010 -3.48143 0.1884
H 0.03011 1.53951 -2.64388 -0.0995
H -2.76217 3.87920 -0.89093 0.4620
H -1.51694 2.59297 0.90144 0.0505
H 2.93806 0.32161 -1.72415 0.1229
H -2.61850 0.23759 -3.40924 0.3557
```

Summary:
net charge: -1
frontier orbital gap (alpha / beta): 7.046 / 5.228 eV
multiplicity: 4
highest occupied orbital energy (alpha / beta): -4.604 / -4.597 eV

So which one is most stable? That would be run i, about 1.052 eV below the next structure.